The following is a quantum chemistry calculation of a 2-piece molecular cluster, C6H9NO overall, from the OMol25 dataset.

Positions of all 17 atoms, in Å:
C  0.19  -1.60  0.54
C  0.44  -0.61  -0.66
C  -0.21  0.65  -0.07
C  0.33  2.03  -0.38
C  -1.60  0.28  -0.25
C  -2.81  -0.01  -0.25
H  0.51  -1.17  1.47
H  0.49  -2.66  0.12
H  -0.82  -1.78  0.70
H  0.28  -1.08  -1.69
H  2.45  -0.98  0.58
H  1.40  2.08  -0.73
H  -0.40  2.90  -0.40
H  1.25  1.01  1.18
H  -3.74  -0.33  -0.45
N  0.35  1.42  0.98
O  1.90  -0.16  -0.69

Its spin multiplicity is 1. The highest occupied orbital energy comes out at -9.416 eV. For the max |F|, the calculation gives 6.79 eV/Å. The net charge is 0. As for the relative energy (zero: lowest compared OMol25 entry of this formula, charge and spin): 806.9 kJ/mol. Its HOMO-LUMO gap is 8.516 eV. For the energy, the calculation gives -9897.24121 eV.